{
  "formula": "CO4S",
  "method": "ωB97M-V/def2-TZVPD",
  "species": ["C", "O", "O", "O", "O", "S"],
  "positions_angstrom": [[1.091, 0.091, 0.159], [-0.103, 0.257, -0.724], [0.411, -0.129, 1.242], [-2.273, -0.514, -0.720], [2.232, 0.115, -0.077], [-1.358, 0.181, 0.120]],
  "atomic_forces_ev_per_a": [[-2.3, -0.9, 3.2], [2.0, 1.1, -4.0], [0.1, -0.5, 0.8], [-0.4, -0.6, 0.5], [0.2, 0.4, -1.4], [0.4, 0.4, 0.9]],
  "homo_lumo_gap_ev": [9.06, 9.06],
  "de_lowest_kcal_mol": 61.04,
  "homo_energy_ha": [-0.419, -0.419],
  "energy_ha": -737.1860,
  "multiplicity": 1,
  "fmax_ha_per_bohr": 0.090
}

{
  "formula": "C50H53N4S2Ti",
  "method": "ωB97M-V/def2-TZVPD",
  "species": ["Ti", "C", "C", "C", "C", "C", "C", "C", "C", "C", "H", "H", "H", "H", "H", "H", "H", "H", "H", "H", "H", "H", "S", "C", "C", "C", "C", "C", "C", "N", "C", "C", "C", "C", "C", "C", "C", "C", "N", "C", "C", "C", "C", "C", "S", "C", "H", "H", "H", "H", "H", "H", "H", "H", "H", "H", "H", "H", "C", "C", "C", "C", "C", "C", "C", "C", "C", "C", "C", "C", "N", "C", "C", "C", "C", "C", "N", "C", "C", "C", "C", "H", "H", "H", "H", "H", "H", "H", "H", "H", "H", "H", "H", "H", "H", "H", "H", "H", "H", "H", "H", "H", "H", "H", "H", "H", "H", "H", "H", "H"],
  "positions_angstrom": [[-0.248, 0.181, -0.139], [2.852, -3.370, 1.650], [1.853, -2.315, 2.032], [2.296, -1.117, 2.591], [1.408, -0.211, 3.161], [1.895, 0.783, 4.168], [0.032, -0.425, 2.979], [-0.443, -1.628, 2.440], [-1.882, -2.013, 2.675], [0.486, -2.570, 1.992], [3.222, -3.851, 2.558], [3.714, -2.942, 1.138], [2.407, -4.149, 1.031], [3.363, -0.969, 2.725], [2.783, 1.323, 3.843], [2.176, 0.230, 5.068], [1.119, 1.488, 4.449], [-0.667, 0.217, 3.501], [-1.999, -2.248, 3.735], [-2.166, -2.912, 2.130], [-2.577, -1.202, 2.447], [0.143, -3.562, 1.717], [-3.989, -5.808, -0.927], [-5.550, -5.741, -0.279], [-5.823, -4.542, 0.321], [-4.742, -3.652, 0.246], [-3.646, -4.182, -0.408], [-2.355, -3.586, -0.643], [-2.126, -2.218, -0.410], [-0.929, -1.652, -0.512], [0.143, -2.380, -0.953], [-0.014, -3.730, -1.312], [1.087, -4.429, -1.908], [2.242, -3.791, -2.183], [2.425, -2.409, -1.838], [3.572, -1.701, -2.188], [3.706, -0.339, -1.886], [2.648, 0.245, -1.172], [1.537, -0.408, -0.820], [1.394, -1.727, -1.166], [4.848, 0.439, -2.300], [5.091, 1.789, -2.130], [6.300, 2.210, -2.701], [6.973, 1.182, -3.304], [6.155, -0.293, -3.184], [-1.260, -4.325, -1.109], [-6.204, -6.594, -0.375], [-6.767, -4.319, 0.795], [-4.763, -2.663, 0.685], [-2.947, -1.564, -0.142], [0.956, -5.472, -2.166], [3.056, -4.306, -2.677], [4.362, -2.210, -2.727], [2.717, 1.284, -0.883], [4.419, 2.465, -1.620], [6.667, 3.224, -2.677], [7.919, 1.229, -3.821], [-1.380, -5.377, -1.333], [-3.726, 3.208, 2.473], [-2.757, 2.051, 2.788], [-3.283, 1.303, 4.017], [-1.359, 2.615, 2.965], [-1.059, 3.362, 4.097], [0.155, 4.019, 4.219], [1.089, 3.959, 3.200], [0.859, 3.193, 2.066], [1.837, 3.235, 0.905], [1.768, 4.610, 0.228], [3.271, 2.892, 1.312], [-0.365, 2.509, 1.977], [-0.679, 1.841, 0.728], [-1.440, 2.590, -0.085], [-1.764, 2.145, -1.332], [-2.571, 2.740, -2.314], [-2.518, 1.905, -3.398], [-1.658, 0.820, -3.102], [-1.204, 0.930, -1.811], [-1.310, -0.140, -4.214], [-2.605, -0.768, -4.761], [-0.627, 0.695, -5.318], [-0.363, -1.254, -3.809], [-4.680, 2.820, 2.112], [-3.332, 3.904, 1.732], [-3.926, 3.781, 3.378], [-2.755, 1.350, 1.945], [-3.441, 1.985, 4.851], [-2.615, 0.507, 4.351], [-4.251, 0.860, 3.781], [-1.796, 3.456, 4.883], [0.367, 4.606, 5.103], [2.011, 4.518, 3.298], [1.502, 2.493, 0.165], [2.175, 5.381, 0.880], [0.737, 4.872, -0.016], [2.339, 4.617, -0.702], [3.607, 3.530, 2.129], [3.959, 3.061, 0.483], [3.357, 1.849, 1.623], [-1.761, 3.575, 0.233], [-3.116, 3.666, -2.213], [-3.035, 2.041, -4.333], [-3.241, -0.024, -5.239], [-3.174, -1.257, -3.968], [-2.352, -1.514, -5.514], [-1.282, 1.479, -5.693], [-0.376, 0.041, -6.154], [0.290, 1.158, -4.949], [-0.867, -1.952, -3.145], [0.532, -0.843, -3.343], [-0.054, -1.808, -4.695]],
  "atomic_forces_ev_per_a": [[-0.3, 0.8, -0.2], [-0.1, 0.0, 0.0], [0.0, -0.1, 0.0], [0.0, 0.0, 0.1], [0.1, -0.1, -0.1], [0.0, 0.1, -0.1], [0.1, -0.1, -0.1], [0.0, -0.2, 0.2], [0.1, 0.0, -0.1], [0.1, 0.0, 0.1], [0.0, 0.0, 0.0], [0.0, 0.0, 0.0], [0.0, 0.0, 0.0], [0.0, 0.0, 0.0], [0.0, 0.0, 0.0], [0.0, 0.0, 0.0], [0.0, 0.1, 0.0], [0.0, 0.1, -0.1], [-0.1, 0.0, 0.0], [0.0, 0.0, -0.1], [0.0, 0.0, 0.0], [-0.1, 0.0, -0.2], [0.1, 0.4, 0.1], [-0.1, 0.0, 0.1], [-0.2, -0.2, 0.0], [0.4, 0.1, -0.1], [-0.5, -0.4, 0.0], [0.4, -0.1, -0.1], [-0.2, 0.0, 0.0], [-0.3, -0.8, -0.2], [0.0, -0.4, -0.2], [0.1, 0.4, 0.1], [0.1, 0.0, 0.0], [0.0, -0.1, 0.0], [-0.3, 0.1, 0.3], [0.0, 0.5, 0.1], [-0.3, -0.4, 0.0], [0.3, 0.2, 0.1], [0.3, -0.2, -0.3], [0.2, -0.2, -0.2], [0.6, 0.2, -0.2], [-0.3, -0.3, 0.1], [0.2, 0.0, -0.1], [0.0, 0.1, 0.0], [-0.3, 0.1, 0.2], [-0.3, 0.3, 0.1], [0.0, 0.0, 0.0], [0.0, 0.0, 0.0], [0.0, 0.0, 0.0], [0.0, 0.0, 0.1], [0.0, 0.0, 0.0], [0.0, 0.0, 0.0], [0.0, -0.1, 0.0], [-0.1, 0.0, 0.1], [0.0, 0.0, 0.0], [0.0, 0.0, 0.0], [0.0, 0.0, 0.0], [0.0, 0.0, 0.0], [0.0, -0.2, -0.1], [-0.1, 0.2, 0.1], [0.0, 0.0, -0.1], [0.0, -0.2, -0.2], [0.0, 0.0, 0.0], [0.0, 0.1, 0.0], [0.0, 0.0, 0.1], [-0.2, -0.2, -0.3], [0.1, 0.1, 0.1], [0.0, -0.2, -0.1], [-0.1, 0.0, -0.1], [0.3, 0.3, 0.5], [0.2, -0.1, 0.3], [-0.5, 0.2, -0.8], [0.0, 0.3, 0.3], [0.0, -0.1, -0.1], [-0.1, 0.0, 0.2], [-0.1, 0.1, -0.2], [0.4, -0.2, 0.3], [0.2, -0.2, 0.0], [0.0, 0.1, 0.1], [-0.1, 0.1, 0.1], [-0.1, 0.1, 0.1], [0.0, 0.0, 0.0], [0.0, 0.0, 0.0], [0.0, 0.0, 0.0], [0.0, 0.0, 0.0], [0.0, 0.0, 0.0], [0.0, 0.0, 0.0], [0.0, 0.0, 0.0], [0.0, 0.0, 0.0], [0.0, 0.0, 0.0], [0.0, 0.0, 0.0], [0.0, 0.0, 0.0], [0.0, 0.0, 0.0], [0.0, 0.1, 0.0], [0.1, 0.0, 0.0], [0.0, -0.1, 0.0], [0.0, 0.0, 0.0], [0.0, 0.0, 0.1], [-0.1, -0.1, 0.2], [0.0, 0.0, 0.0], [0.1, 0.0, 0.0], [-0.1, 0.0, 0.0], [0.0, 0.0, 0.0], [0.0, 0.0, 0.0], [0.0, 0.0, 0.0], [0.0, 0.0, 0.0], [0.0, 0.0, 0.0], [0.0, -0.1, 0.1], [0.1, -0.1, 0.0], [0.0, 0.0, 0.0]],
  "homo_lumo_gap_ev": 4.64,
  "de_lowest_kcal_mol": 25.39,
  "homo_energy_ha": -0.558,
  "energy_ha": -3801.1347,
  "total_charge": 3,
  "multiplicity": 1,
  "fmax_ha_per_bohr": 0.020
}

{
  "formula": "C6H14BrClSi",
  "method": "ωB97M-V/def2-TZVPD",
  "species": ["C", "Si", "C", "C", "Cl", "H", "H", "H", "H", "H", "H", "H", "H", "H", "C", "C", "C", "Br", "H", "H", "H", "H", "H"],
  "positions_angstrom": [[-2.548, -0.425, 1.898], [-2.223, -0.716, 0.041], [-1.635, -2.490, -0.315], [-0.946, 0.539, -0.603], [-3.973, -0.393, -0.973], [-2.308, 0.595, 2.186], [-3.592, -0.598, 2.150], [-1.947, -1.087, 2.515], [-2.277, -3.228, 0.158], [-1.629, -2.695, -1.382], [-0.624, -2.645, 0.053], [0.043, 0.295, -0.235], [-1.178, 1.550, -0.276], [-0.910, 0.546, -1.689], [3.362, 1.341, 0.791], [2.985, 0.658, -0.270], [2.907, 1.138, -1.674], [2.510, -1.200, -0.068], [3.410, 0.911, 1.776], [3.642, 2.377, 0.700], [1.889, 1.039, -2.057], [3.560, 0.538, -2.311], [3.211, 2.183, -1.732]],
  "atomic_forces_ev_per_a": [[0.0, -0.1, -0.7], [1.2, -0.1, 0.6], [-0.3, 0.6, 0.1], [-0.6, -0.3, 0.2], [-0.5, 0.1, -0.3], [0.0, 0.2, -0.1], [-0.1, -0.1, 0.0], [0.2, -0.1, 0.0], [-0.1, 0.0, 0.1], [0.0, 0.1, -0.2], [0.2, 0.1, 0.1], [0.2, -0.1, 0.1], [-0.1, 0.1, 0.1], [0.0, -0.1, -0.2], [0.0, 0.0, 0.1], [0.0, -0.3, 0.1], [-0.1, 0.0, -0.1], [0.1, 0.2, 0.0], [0.0, -0.1, 0.1], [0.0, 0.2, -0.1], [0.1, 0.0, 0.0], [0.0, 0.0, 0.0], [0.0, 0.0, 0.0]],
  "homo_lumo_gap_ev": 10.34,
  "de_lowest_kcal_mol": 0.00,
  "homo_energy_ha": -0.355,
  "energy_ha": -3560.7729,
  "multiplicity": 1,
  "fmax_ha_per_bohr": 0.027,
  "smiles": "C[Si](C)(C)Cl.C=C(C)Br"
}